[1]
This record from the Open Molecules 2025 dataset describes a molecular structure, C27H19Br2N5Ti in a non-equilibrium geometry. The level of theory is ωB97M-V/def2-TZVPD.

Positions of all 54 atoms, in Å:
Ti 0.047 0.117 -0.221
C -0.220 1.392 -5.483
C 0.760 0.422 -5.335
C 0.812 -0.356 -4.198
C -0.125 -0.169 -3.169
C -1.105 0.823 -3.327
C -1.151 1.591 -4.473
N -0.056 -0.844 -1.968
C 0.285 -2.154 -1.887
C 0.153 -3.108 -2.908
C 0.456 -4.431 -2.662
C 0.918 -4.845 -1.413
C 1.074 -3.936 -0.389
C 0.743 -2.594 -0.603
N 0.853 -1.590 0.301
N 1.289 -1.794 1.525
C 1.441 -0.646 2.200
C 2.072 -0.623 3.464
C 2.355 0.587 4.041
C 2.013 1.766 3.365
C 1.357 1.671 2.158
N 1.039 0.507 1.587
H -0.246 1.997 -6.375
H 1.498 0.282 -6.110
H 1.619 -1.061 -4.058
H -1.844 0.944 -2.538
H -1.913 2.350 -4.582
H -0.225 -2.802 -3.873
H 0.320 -5.161 -3.446
H 1.147 -5.886 -1.245
H 1.435 -4.231 0.584
H 2.352 -1.556 3.923
H 2.861 0.641 4.993
H 2.259 2.735 3.770
H 1.103 2.567 1.603
Br 1.849 1.544 -1.272
C -1.145 2.022 0.088
Br -1.866 2.181 1.863
H -1.999 2.054 -0.592
H -0.502 2.892 -0.071
N -8.720 -2.788 3.558
C -7.737 -2.486 3.050
C -6.518 -2.118 2.435
C -6.123 -0.778 2.407
C -4.923 -0.425 1.828
C -4.096 -1.403 1.261
C -4.498 -2.742 1.290
C -5.696 -3.097 1.871
C -2.854 -1.021 0.693
C -1.776 -0.667 0.249
H -6.762 -0.026 2.845
H -4.608 0.607 1.819
H -3.855 -3.497 0.861
H -6.009 -4.132 1.899

net charge: 0
E_tot: -7311.5282 Ha

Population analysis type Mulliken, resulting atomic charges in e:
1 Ti -0.532
2 C -0.425
3 C -0.850
4 C 0.019
5 C -0.153
6 C -0.081
7 C -0.853
8 N 0.508
9 C 0.290
10 C -0.435
11 C -0.638
12 C -0.656
13 C -0.749
14 C 0.387
15 N 1.658
16 N -1.355
17 C 0.195
18 C -0.692
19 C -0.175
20 C -0.933
21 C -0.155
22 N 0.406
23 H 0.391
24 H 0.376
25 H 0.517
26 H 0.436
27 H 0.412
28 H 0.547
29 H 0.422
30 H 0.409
31 H 0.492
32 H 0.497
33 H 0.412
34 H 0.418
35 H 0.394
36 Br -0.455
37 C -1.053
38 Br -0.196
39 H 0.368
40 H 0.558
41 N -0.495
42 C 0.015
43 C 0.534
44 C -0.686
45 C -0.486
46 C 0.357
47 C -0.473
48 C -0.674
49 C 0.537
50 C -0.150
51 H 0.451
52 H 0.411
53 H 0.497
54 H 0.436

[2]
This record from the Open Molecules 2025 dataset describes a molecular structure, C19H23CaF5NP in a non-equilibrium geometry. The level of theory is ωB97M-V/def2-TZVPD.

Positions of all 50 atoms, in Å:
C -2.822 0.246 -4.158
C -2.613 -0.974 -3.526
C -1.818 -1.066 -2.338
C -1.270 0.080 -1.816
C -1.485 1.299 -2.440
C -2.300 1.412 -3.603
C -1.664 -2.412 -1.672
C -0.240 -3.008 -1.534
N 0.836 -2.022 -1.285
Ca 0.009 -0.147 0.646
C -0.835 2.518 -1.850
P 0.748 1.930 -1.052
H -3.046 -1.894 -3.936
H -2.479 2.385 -4.098
H -3.383 0.277 -5.094
H -1.360 2.944 -0.986
H -0.529 3.302 -2.556
H -2.089 -2.364 -0.650
H -2.268 -3.152 -2.223
H -0.236 -3.715 -0.695
C 1.480 3.353 -0.199
C 1.707 2.076 -2.655
H -0.024 -3.598 -2.442
C 1.411 -1.481 -2.517
C 1.910 -2.519 -0.403
H -0.617 2.019 0.545
H 1.938 -2.247 -3.124
H 0.616 -1.054 -3.140
H 2.146 -0.701 -2.254
H 2.561 -3.297 -0.847
H 2.567 -1.670 -0.142
H 1.485 -2.943 0.526
H 1.676 3.143 -2.949
H 2.750 1.769 -2.459
H 1.247 1.460 -3.449
H 1.570 4.199 -0.893
H 0.790 3.575 0.621
H 2.453 3.009 0.175
H 2.009 0.301 1.199
F -1.702 -3.872 1.187
C -1.554 -3.052 2.282
C -1.043 -1.791 2.146
C -0.899 -1.009 3.278
F -0.412 0.310 3.022
C -1.236 -1.452 4.563
F -1.080 -0.697 5.667
C -1.765 -2.743 4.669
F -2.131 -3.241 5.873
C -1.935 -3.558 3.528
F -2.443 -4.793 3.622

net charge: 0
ΔE to the lowest compared entry with this formula, charge and spin: 391.1 kJ/mol

Population analysis type Mulliken, resulting atomic charges in e:
1 C -0.668
2 C -0.900
3 C -0.042
4 C 1.142
5 C 0.208
6 C -0.856
7 C -0.462
8 C -0.961
9 N 0.793
10 Ca 0.367
11 C -1.253
12 P 1.077
13 H 0.382
14 H 0.373
15 H 0.375
16 H 0.582
17 H 0.476
18 H 0.000
19 H 0.385
20 H 0.468
21 C -1.021
22 C -1.698
23 H 0.311
24 C -1.272
25 C -1.061
26 H -0.071
27 H 0.355
28 H 0.316
29 H 0.264
30 H 0.311
31 H 0.345
32 H 0.340
33 H 0.518
34 H 0.417
35 H 0.320
36 H 0.421
37 H 0.319
38 H 0.359
39 H -0.144
40 F -0.309
41 C -0.050
42 C -0.937
43 C 1.476
44 F -0.342
45 C -0.218
46 F -0.284
47 C 0.708
48 F -0.310
49 C -0.260
50 F -0.290

[3]
This record from the Open Molecules 2025 dataset describes 7 unconnected molecules or ions with the total composition C48H63Br2IN8O5 in a non-equilibrium geometry. The level of theory is ωB97M-V/def2-TZVPD.

Positions of all 127 atoms, in Å:
C 5.900 -2.370 1.078
C 4.490 -2.474 0.504
C 3.436 -1.940 1.479
N 2.213 -2.731 1.461
C 1.310 -2.673 2.546
C 0.812 -4.001 3.180
C 1.386 -5.314 2.638
Br 0.376 -6.772 3.494
C 2.887 -5.604 2.902
C 3.709 -5.747 1.612
Br 3.730 -4.351 4.131
O -0.606 -4.092 3.143
C -1.154 -3.055 3.902
I -3.182 -3.591 4.335
C -0.899 -1.665 3.286
C -2.082 -0.753 2.997
O -2.969 -1.254 2.028
C -3.462 -0.269 1.131
C -4.590 0.576 1.736
N 0.152 -1.729 2.187
C -0.342 -1.954 0.779
C -0.675 -3.359 0.296
C -2.096 -3.841 0.527
O -2.887 -3.348 -0.532
C -4.210 -3.832 -0.482
C 0.762 -0.212 2.224
O 1.544 -0.057 3.140
O 0.290 0.485 1.367
H 6.203 -1.329 1.183
H 5.960 -2.828 2.066
H 6.626 -2.864 0.433
H 4.458 -1.864 -0.399
H 4.282 -3.498 0.199
H 3.212 -0.910 1.188
H 3.850 -1.868 2.487
H 2.220 -3.556 0.891
H 1.828 -2.149 3.345
H 1.084 -3.998 4.240
H 1.185 -5.464 1.583
H 2.942 -6.555 3.410
H 4.684 -5.277 1.695
H 3.875 -6.807 1.418
H 3.193 -5.351 0.741
H -0.706 -3.087 4.897
H -0.375 -1.120 4.076
H -2.604 -0.635 3.954
H -1.728 0.242 2.722
H -2.641 0.359 0.771
H -3.831 -0.829 0.273
H -4.786 0.221 2.747
H -5.512 0.444 1.175
H -4.346 1.635 1.778
H -1.182 -1.306 0.588
H 0.458 -1.575 0.155
H -0.562 -3.312 -0.790
H 0.025 -4.116 0.632
H -2.120 -4.940 0.525
H -2.501 -3.520 1.481
H -4.231 -4.909 -0.279
H -4.789 -3.335 0.305
H -4.692 -3.647 -1.438
N -1.585 4.872 3.602
C -1.200 3.675 3.166
C -1.106 3.332 1.825
C -1.435 4.292 0.881
C -1.838 5.544 1.317
C -1.896 5.782 2.682
H -0.948 2.950 3.935
H -0.780 2.341 1.538
H -1.373 4.069 -0.176
H -2.102 6.325 0.616
H -2.205 6.751 3.060
N -6.463 -3.270 -3.075
C -6.366 -4.106 -4.106
C -6.818 -3.806 -5.382
C -7.407 -2.570 -5.603
C -7.516 -1.692 -4.538
C -7.030 -2.087 -3.301
H -5.901 -5.064 -3.896
H -6.710 -4.526 -6.181
H -7.781 -2.289 -6.577
H -7.971 -0.719 -4.664
H -7.097 -1.423 -2.445
N 4.436 3.962 -0.180
C 3.770 3.595 0.913
C 2.788 2.618 0.931
C 2.475 1.985 -0.261
C 3.157 2.354 -1.410
C 4.125 3.344 -1.317
H 4.039 4.119 1.821
H 2.280 2.350 1.848
H 1.713 1.219 -0.277
H 2.945 1.888 -2.363
H 4.678 3.660 -2.197
N 6.190 7.138 -2.282
C 6.540 5.967 -1.748
C 7.807 5.418 -1.892
C 8.757 6.111 -2.623
C 8.403 7.328 -3.182
C 7.113 7.794 -2.981
H 5.777 5.442 -1.177
H 8.039 4.466 -1.432
H 9.755 5.713 -2.753
H 9.110 7.907 -3.761
H 6.801 8.744 -3.402
N -9.585 -1.130 -7.859
C -9.506 -1.962 -8.894
C -9.963 -1.652 -10.166
C -10.536 -0.408 -10.375
C -10.626 0.469 -9.306
C -10.137 0.062 -8.074
H -9.055 -2.928 -8.694
H -9.871 -2.369 -10.970
H -10.905 -0.127 -11.352
H -11.066 1.450 -9.421
H -10.190 0.722 -7.216
N 7.633 4.378 3.871
C 6.357 4.354 3.491
C 5.294 4.499 4.372
C 5.571 4.676 5.718
C 6.894 4.703 6.126
C 7.883 4.550 5.166
H 6.187 4.211 2.429
H 4.274 4.474 4.015
H 4.768 4.792 6.435
H 7.158 4.838 7.166
H 8.930 4.568 5.447

net charge: 0
E_tot: -8126.7087 Ha
SMILES: CCCN[C@@H]1[C@H]([C@H](Br)[C@@H](C)Br)O[C@H](I)[C@H](COCC)[N@@+]1(CCCOC)C(=O)[O-].c1ccncc1.c1ccncc1.c1ccncc1.c1ccncc1.c1ccncc1.c1ccncc1

Atomic partial charges in e from the Mulliken method, atoms 1 to 99:
1 C -1.544
2 C -0.250
3 C -0.230
4 N 0.629
5 C -1.886
6 C -0.767
7 C -1.035
8 Br -0.079
9 C 0.288
10 C -1.423
11 Br -0.133
12 O -0.364
13 C -1.262
14 I 0.003
15 C 0.949
16 C -1.673
17 O 0.041
18 C -0.043
19 C -1.339
20 N 1.151
21 C -0.427
22 C -0.649
23 C -0.402
24 O -0.463
25 C -0.535
26 C 0.214
27 O -0.727
28 O -0.717
29 H 0.402
30 H 0.311
31 H 0.411
32 H 0.382
33 H 0.317
34 H -0.218
35 H 0.316
36 H 0.496
37 H 0.846
38 H 0.959
39 H 0.408
40 H 0.718
41 H 0.284
42 H 0.386
43 H 0.415
44 H 0.847
45 H 0.298
46 H 0.712
47 H 0.237
48 H 0.116
49 H 0.381
50 H 0.303
51 H 0.316
52 H 0.346
53 H 0.651
54 H 0.477
55 H 0.800
56 H -0.350
57 H 0.671
58 H -0.213
59 H 0.345
60 H 0.236
61 H 0.097
62 N -0.574
63 C -0.403
64 C 0.276
65 C -0.723
66 C -0.361
67 C -0.319
68 H 0.463
69 H 0.569
70 H 0.430
71 H 0.383
72 H 0.346
73 N -0.362
74 C -0.208
75 C -0.559
76 C 0.291
77 C -0.544
78 C -0.338
79 H 0.356
80 H 0.343
81 H 0.231
82 H 0.371
83 H 0.362
84 N -0.388
85 C -0.836
86 C -0.251
87 C 0.170
88 C -1.375
89 C 0.095
90 H 0.461
91 H 0.385
92 H 0.659
93 H 0.421
94 H 0.383
95 N -0.521
96 C -0.547
97 C -0.456
98 C -0.365
99 C -0.334

[4]
This record from the Open Molecules 2025 dataset describes 2 unconnected molecules or ions with the total composition C4H8O3. The level of theory is ωB97M-V/def2-TZVPD.

Positions of all 15 atoms, in Å:
C -2.579 -0.345 -0.476
C -2.196 -0.735 0.739
O 0.539 -0.568 1.231
C 1.033 -0.044 0.263
O 0.432 0.056 -0.931
C 2.389 0.622 0.283
O 2.871 1.026 -0.967
H -2.771 0.699 -0.704
H -0.492 -0.257 -0.816
H -2.706 -1.054 -1.287
H -1.965 -1.769 0.968
H -2.049 -0.031 1.550
H 2.286 1.466 0.982
H 3.083 -0.087 0.744
H 2.125 1.022 -1.580

net charge: 0
SMILES: O=C(O)CO.C=C
ΔE to the lowest compared entry with this formula, charge and spin: 157.6 kJ/mol

Population analysis type Mulliken, resulting atomic charges in e:
1 C -0.676
2 C -0.433
3 O -0.537
4 C 0.646
5 O -0.469
6 C -0.204
7 O -0.538
8 H 0.298
9 H 0.224
10 H 0.337
11 H 0.251
12 H 0.259
13 H 0.211
14 H 0.264
15 H 0.366